1.
{"formula": "C16H29BBr2O6S2", "method": "ωB97M-V/def2-TZVPD", "elements": ["C", "C", "B", "O", "C", "C", "C", "O", "C", "Br", "C", "C", "Br", "H", "H", "H", "H", "H", "H", "H", "H", "H", "H", "H", "H", "H", "O", "S", "O", "C", "C", "C", "C", "H", "H", "H", "H", "H", "H", "H", "H", "O", "S", "O", "C", "C", "C", "C", "H", "H", "H", "H", "H", "H", "H", "H"], "coordinates": [[-0.704, 0.271, -3.279], [-1.408, 1.224, -3.066], [-2.469, 2.336, -3.147], [-3.653, 2.061, -2.567], [-4.611, 3.119, -2.452], [-5.676, 3.030, -3.557], [-5.824, 1.618, -4.096], [-5.466, 3.965, -4.596], [-2.062, 3.697, -3.867], [-0.947, 4.661, -2.559], [-1.397, 3.573, -5.231], [0.054, 3.117, -5.277], [-2.523, 2.391, -6.315], [-0.130, -0.580, -3.455], [-5.131, 2.954, -1.517], [-4.167, 4.104, -2.383], [-6.630, 3.266, -3.103], [-5.765, 0.892, -3.302], [-6.797, 1.488, -4.545], [-5.040, 1.447, -4.820], [-4.862, 3.544, -5.218], [-2.904, 4.355, -4.004], [-1.460, 4.541, -5.700], [0.551, 3.566, -6.125], [0.621, 3.370, -4.395], [0.085, 2.052, -5.434], [2.072, 0.098, -1.206], [1.349, -1.081, -0.805], [0.638, -1.894, -1.762], [2.445, -2.130, 0.141], [2.275, -1.652, 1.580], [0.768, -1.436, 1.771], [0.255, -0.655, 0.553], [3.460, -2.027, -0.235], [2.101, -3.157, 0.023], [2.673, -2.376, 2.290], [2.806, -0.708, 1.724], [0.267, -2.405, 1.826], [0.552, -0.903, 2.696], [-0.762, -0.929, 0.285], [0.321, 0.420, 0.705], [4.462, -1.804, 4.441], [3.744, -2.983, 4.847], [3.031, -3.800, 3.896], [4.840, -4.025, 5.803], [4.665, -3.537, 7.238], [3.158, -3.323, 7.427], [2.647, -2.552, 6.204], [5.855, -3.922, 5.428], [4.499, -5.053, 5.689], [5.065, -4.254, 7.953], [5.194, -2.592, 7.377], [2.658, -4.292, 7.487], [2.939, -2.785, 8.348], [1.631, -2.831, 5.938], [2.710, -1.475, 6.349]], "smiles": "C#CB(OC[C@H](C)O)[C@@H](Br)[C@@H](C)Br.O=S1(=O)CCCC1.O=S1(=O)CCCC1", "e_lumo_ev": 0.5, "homo_lumo_gap_ev": 10.1153, "total_charge": 0, "homo_energy_ev": -9.6}

=====

2.
{"formula": "C16H29Cl2FNO6Si", "method": "ωB97M-V/def2-TZVPD", "elements": ["C", "C", "C", "O", "C", "Cl", "O", "C", "C", "Cl", "N", "C", "C", "O", "Si", "C", "C", "C", "C", "C", "O", "F", "C", "C", "C", "O", "O", "H", "H", "H", "H", "H", "H", "H", "H", "H", "H", "H", "H", "H", "H", "H", "H", "H", "H", "H", "H", "H", "H", "H", "H", "H", "H", "H", "H", "H"], "coordinates": [[2.895, -3.580, 2.127], [2.824, -3.519, 0.590], [1.457, -3.896, 0.061], [0.469, -2.932, 0.507], [-0.112, -2.131, -0.400], [1.148, -1.215, -1.363], [-0.840, -2.870, -1.327], [-2.146, -2.406, -1.596], [-2.128, -0.894, -1.693], [-3.551, -0.289, -2.538], [-1.983, -0.285, -0.301], [-1.642, 1.192, -0.439], [-0.303, 1.612, -1.034], [-0.351, 3.010, -0.906], [1.044, 3.906, -1.228], [2.471, 3.251, -0.218], [0.654, 5.659, -0.754], [1.479, 3.794, -3.036], [-3.327, -0.324, 0.397], [-3.234, -0.140, 1.906], [-3.171, -1.000, 2.701], [-3.268, 1.161, 2.245], [-0.984, -1.188, 0.482], [-0.145, -0.438, 1.518], [-0.186, -0.954, 2.952], [0.152, -0.258, 3.855], [-0.616, -2.219, 3.079], [1.960, -3.961, 2.545], [3.707, -4.216, 2.471], [3.056, -2.591, 2.558], [3.562, -4.183, 0.136], [3.058, -2.506, 0.262], [1.427, -4.016, -1.022], [1.145, -4.845, 0.498], [-2.836, -2.753, -0.820], [-2.463, -2.827, -2.546], [-1.263, -0.572, -2.265], [-2.435, 1.620, -1.049], [-1.726, 1.651, 0.541], [-0.217, 1.327, -2.088], [0.540, 1.197, -0.481], [2.822, 2.287, -0.598], [2.247, 3.141, 0.845], [3.306, 3.947, -0.329], [0.317, 6.260, -1.599], [1.575, 6.111, -0.376], [-0.077, 5.713, 0.054], [1.651, 2.766, -3.366], [2.400, 4.352, -3.218], [0.681, 4.226, -3.642], [-3.927, 0.483, -0.010], [-3.817, -1.274, 0.203], [-1.607, -1.905, 1.020], [-0.398, 0.615, 1.603], [0.908, -0.477, 1.229], [-0.199, -2.617, 3.856]], "smiles": "CCCO[C@@]1(Cl)OC[C@@H](Cl)[N@@+](CCO[Si](C)(C)C)(CC(=O)F)[C@@H]1CC(=O)O", "e_lumo_ev": -2.9, "homo_lumo_gap_ev": 10.0064, "total_charge": 1, "homo_energy_ev": -12.9}

=====

3.
{"formula": "C16H29F3O13", "method": "ωB97M-V/def2-TZVPD", "elements": ["O", "C", "O", "C", "C", "F", "O", "H", "H", "H", "O", "C", "O", "C", "C", "F", "O", "H", "H", "H", "O", "C", "O", "C", "C", "F", "O", "H", "H", "H", "C", "C", "C", "O", "C", "H", "H", "H", "H", "H", "H", "H", "H", "C", "O", "H", "H", "H", "H", "C", "O", "H", "H", "H", "H", "C", "O", "H", "H", "H", "H"], "coordinates": [[1.393, 6.131, -16.239], [0.308, 6.489, -16.634], [0.004, 7.763, -16.940], [-1.387, 7.883, -17.207], [-1.855, 6.465, -17.110], [-2.448, 6.219, -18.245], [-0.686, 5.689, -17.003], [-1.879, 8.493, -16.450], [-1.571, 8.273, -18.209], [-2.538, 6.343, -16.270], [-10.200, 2.526, -18.923], [-9.186, 1.997, -18.449], [-7.996, 2.564, -18.341], [-7.048, 1.608, -18.437], [-7.801, 0.354, -17.894], [-7.602, 0.258, -16.586], [-9.088, 0.707, -18.296], [-6.608, 1.451, -19.422], [-6.372, 1.908, -17.636], [-7.344, -0.547, -18.305], [-9.515, 0.725, -9.765], [-9.081, 0.498, -8.606], [-7.869, -0.101, -8.378], [-7.358, 0.281, -7.134], [-8.480, 0.962, -6.515], [-8.152, 2.173, -6.262], [-9.546, 0.918, -7.446], [-6.904, -0.491, -6.512], [-6.620, 1.039, -7.399], [-8.714, 0.542, -5.537], [-2.658, 5.541, -10.851], [-1.754, 4.348, -11.034], [-2.602, 3.324, -11.662], [-3.621, 4.001, -12.268], [-3.997, 5.052, -11.441], [-2.109, 6.370, -11.297], [-2.732, 5.865, -9.813], [-1.318, 3.908, -10.136], [-0.881, 4.580, -11.643], [-2.959, 2.507, -11.034], [-2.141, 2.787, -12.491], [-4.671, 4.537, -10.757], [-4.557, 5.884, -11.868], [-7.425, 9.393, -18.321], [-6.724, 10.596, -18.186], [-7.076, 8.619, -19.006], [-7.202, 8.935, -17.357], [-8.512, 9.468, -18.327], [-7.242, 11.215, -17.667], [4.484, -0.071, -12.064], [4.451, -1.292, -12.863], [3.984, 0.851, -12.362], [4.152, -0.285, -11.048], [5.554, 0.136, -12.079], [4.269, -0.909, -13.725], [-5.823, 11.838, -11.921], [-6.575, 11.038, -10.995], [-6.248, 12.832, -12.061], [-4.744, 11.856, -11.764], [-5.981, 11.370, -12.893], [-7.528, 11.107, -11.089]], "smiles": "O=C1OC[C@@H](F)O1.O=C1OC[C@@H](F)O1.O=C1OC[C@@H](F)O1.C1CCOC1.CO.CO.CO", "e_lumo_ev": 0.1, "homo_lumo_gap_ev": 9.7643, "total_charge": 0, "homo_energy_ev": -9.7}

=====

4.
{"formula": "C16H29LiN3OSTe", "method": "ωB97M-V/def2-TZVPD", "elements": ["Li", "C", "C", "N", "C", "C", "N", "C", "C", "N", "H", "H", "H", "H", "H", "H", "H", "H", "H", "H", "H", "H", "H", "H", "H", "C", "Te", "C", "C", "C", "C", "C", "C", "C", "H", "H", "H", "H", "H", "H", "H", "H", "C", "S", "C", "O", "H", "H", "H", "H", "H", "H"], "coordinates": [[1.366, 1.040, 0.225], [0.790, 3.777, 0.917], [-0.423, 3.153, 0.183], [-0.005, 2.150, -0.806], [0.645, 2.725, -1.997], [1.788, 1.840, -2.499], [2.619, 1.322, -1.402], [3.642, 2.234, -0.873], [3.065, 3.354, -0.002], [1.987, 2.910, 0.910], [0.498, 3.968, 1.949], [1.031, 4.751, 0.486], [-1.019, 3.956, -0.262], [-1.066, 2.641, 0.903], [-0.811, 1.599, -1.079], [1.019, 3.714, -1.736], [-0.069, 2.880, -2.809], [2.376, 2.394, -3.240], [1.360, 0.974, -3.008], [3.095, 0.493, -1.734], [4.235, 2.696, -1.672], [4.325, 1.626, -0.276], [2.676, 4.150, -0.636], [3.886, 3.802, 0.562], [2.351, 2.844, 1.849], [-3.241, -0.497, 0.388], [-1.205, -1.041, 0.755], [-1.830, -3.056, 0.443], [-3.336, -3.013, 0.325], [-4.057, -4.203, 0.237], [-5.435, -4.185, 0.120], [-6.109, -2.969, 0.090], [-5.399, -1.786, 0.177], [-4.010, -1.797, 0.296], [-3.315, 0.073, -0.537], [-3.600, 0.121, 1.208], [-1.512, -3.660, 1.290], [-1.367, -3.445, -0.463], [-3.531, -5.150, 0.264], [-5.984, -5.115, 0.057], [-7.188, -2.948, 0.002], [-5.926, -0.839, 0.158], [3.375, -2.318, 2.339], [3.146, -1.469, 0.794], [2.317, -2.778, -0.086], [2.102, -0.419, 1.073], [2.399, -2.626, 2.714], [3.843, -1.618, 3.027], [4.029, -3.175, 2.179], [3.031, -3.582, -0.264], [1.974, -2.369, -1.035], [1.467, -3.132, 0.498]], "e_lumo_ev": -2.1, "homo_lumo_gap_ev": 8.2953, "total_charge": 1, "homo_energy_ev": -10.4}

=====

5.
{"formula": "C16H30AsCl2F4IrN4S", "method": "ωB97M-V/def2-TZVPD", "elements": ["Ir", "C", "N", "C", "C", "C", "N", "C", "C", "F", "C", "F", "C", "C", "F", "C", "F", "H", "H", "H", "H", "H", "H", "H", "H", "H", "H", "H", "N", "C", "C", "N", "H", "H", "H", "H", "H", "H", "H", "H", "C", "As", "C", "C", "S", "H", "H", "H", "H", "H", "H", "H", "H", "H", "Cl", "C", "Cl", "H", "H"], "coordinates": [[0.663, 1.203, -0.953], [3.211, 1.580, 0.943], [1.967, 0.824, 1.087], [1.200, 1.287, 2.242], [2.261, -0.611, 1.200], [1.206, -1.471, 0.493], [1.099, -0.993, -0.846], [1.040, -1.745, -1.941], [1.121, -1.099, -3.211], [1.264, 0.256, -3.213], [1.061, -1.772, -4.412], [1.135, -1.084, -5.538], [0.907, -3.158, -4.445], [0.824, -3.835, -3.233], [0.657, -5.140, -3.222], [0.877, -3.163, -2.017], [0.718, -3.860, -0.891], [3.884, 1.397, 1.787], [3.010, 2.647, 0.912], [3.727, 1.275, 0.034], [0.288, 0.700, 2.349], [0.937, 2.335, 2.139], [1.789, 1.192, 3.159], [2.351, -0.903, 2.251], [3.221, -0.818, 0.721], [1.506, -2.519, 0.582], [0.218, -1.350, 0.981], [0.848, -3.690, -5.384], [1.833, 2.960, -1.941], [1.338, 4.242, -1.414], [-0.185, 4.204, -1.335], [-0.592, 3.104, -0.432], [2.850, 2.932, -1.869], [1.607, 2.885, -2.934], [1.655, 5.085, -2.037], [1.750, 4.384, -0.413], [-0.607, 4.030, -2.328], [-0.562, 5.164, -0.971], [-1.593, 2.935, -0.528], [-0.440, 3.401, 0.532], [-1.509, -3.341, 3.344], [-2.639, -1.757, 3.267], [-2.269, -0.535, 4.739], [-4.510, -2.283, 3.320], [-2.103, -0.704, 1.472], [-1.844, -3.940, 4.190], [-0.460, -3.073, 3.477], [-1.618, -3.919, 2.422], [-2.790, -0.915, 5.617], [-2.652, 0.460, 4.497], [-1.199, -0.474, 4.944], [-4.682, -2.825, 4.252], [-4.745, -2.930, 2.472], [-5.150, -1.399, 3.289], [-4.009, 1.420, -3.472], [-2.290, 0.984, -3.574], [-1.697, 0.360, -2.016], [-1.708, 1.867, -3.828], [-2.169, 0.196, -4.317]], "e_lumo_ev": [-7.8, -12.1], "multiplicity": 6, "homo_lumo_gap_ev": [8.9193, 5.3972], "total_charge": 3, "homo_energy_ev": [-16.8, -17.5]}